# 1
Density functional theory data (ωB97M-V with the def2-TZVPD basis set) for C31H48BrCuNP2 as an isolated structure.

## Properties
lowest unoccupied orbital energy: -0.0857 Eh
2S+1: 1
DFT total energy: -6161.8906 Ha
frontier orbital gap: 8.76 eV
total charge: +1
relative energy (zero: lowest compared OMol25 entry of this formula, charge and spin): 0.00 kcal per mole

Cartesian coordinates (Å):
1 C -2.793 0.246 1.488
2 H -2.099 -2.394 -0.618
3 H -5.381 -1.985 2.106
4 P -1.030 0.329 -0.684
5 C 3.345 -1.330 -1.113
6 C 4.942 0.870 -1.021
7 H -1.657 5.982 -0.510
8 Br 2.875 2.460 0.088
9 N 2.829 -0.185 -0.651
10 H -2.190 -3.431 -4.116
11 C -3.703 -0.643 2.359
12 C 3.621 0.873 -0.608
13 C 4.228 0.339 2.888
14 C -2.791 4.170 -0.808
15 C -2.485 -1.891 0.267
16 C -2.556 -0.369 0.095
17 C 4.657 -1.448 -1.527
18 H 1.593 -2.630 3.839
19 H 0.069 -2.879 -4.267
20 H -3.810 -3.396 1.072
21 H 1.559 1.445 3.575
22 C 1.126 0.454 3.707
23 C -0.557 -2.001 -4.101
24 C 1.051 -2.289 2.958
25 C -1.217 2.176 -0.717
26 C -1.469 4.926 -0.702
27 C -1.069 -0.125 -2.487
28 H 3.559 -2.882 2.078
29 C -0.603 4.336 0.425
30 C -2.561 2.711 -1.244
31 C -2.443 -0.138 -3.190
32 C -0.884 2.838 0.629
33 H -3.400 -0.138 -0.561
34 H -3.251 1.230 1.383
35 C 5.516 -2.058 2.358
36 H 5.032 -2.398 -1.880
37 H -2.306 -2.193 -5.351
38 H 3.734 1.278 3.103
39 H -0.807 4.861 1.361
40 H 1.134 -3.030 2.164
41 H 1.388 0.064 4.691
42 H -4.258 -0.019 3.060
43 H -2.338 0.337 -4.169
44 C -0.308 -1.450 -2.699
45 C 5.470 -0.325 -1.478
46 C -2.971 -1.555 -3.396
47 C -4.668 -1.442 1.487
48 H 6.506 -0.375 -1.786
49 H -3.172 0.453 -2.635
50 H -0.022 2.351 1.093
51 C 5.612 0.273 2.925
52 H 0.453 4.495 0.195
53 H -1.721 2.724 1.315
54 H -0.421 2.468 -1.414
55 H -0.462 0.670 -2.935
56 H -1.794 -2.117 1.086
57 P 1.672 -0.669 2.373
58 H -4.443 -2.573 -0.343
59 H 0.043 0.553 3.629
60 H -3.294 4.199 0.162
61 H -5.248 -0.746 0.874
62 H 6.017 -2.998 2.167
63 H -3.967 -1.509 -3.840
64 Cu 0.935 -0.160 0.293
65 H 2.672 -2.179 -1.131
66 H -3.451 4.661 -1.524
67 H -0.613 -2.198 -1.963
68 C -3.891 -2.421 0.588
69 C 6.259 -0.925 2.658
70 H 5.525 1.778 -0.982
71 H 6.182 1.162 3.164
72 H -2.572 2.651 -2.334
73 H -0.249 -1.251 -4.834
74 H -3.388 2.101 -0.872
75 H -3.104 -1.338 2.953
76 H -1.826 0.379 1.986
77 C 3.474 -0.794 2.586
78 H -0.943 4.865 -1.659
79 C 4.132 -1.992 2.311
80 H -3.077 -2.052 -2.430
81 H 7.339 -0.974 2.695
82 H -0.007 -2.176 3.200
83 C -2.039 -2.367 -4.307
84 H 0.760 -1.272 -2.550

These are the Löwdin partial charges, in e, on atoms 1 to 4: C -0.199; H 0.079; H 0.112; P 1.054

# 2
Density functional theory data (ωB97M-V with the def2-TZVPD basis set) for C31H48F6N15OPV as an isolated structure at a distorted geometry.

## Properties
lowest unoccupied orbital energy (alpha / beta): -0.1431 / -0.1486 Eh
2S+1: 3
DFT total energy: -3990.9955 Ha
frontier orbital gap (alpha / beta): 6.44 / 8.64 eV
total charge: +1
<S²>: 2.023
relative energy (zero: lowest compared OMol25 entry of this formula, charge and spin): 31.06 kcal per mole

Cartesian coordinates (Å):
1 H 13.508 13.182 16.205
2 N 15.499 13.556 7.668
3 H 16.288 16.030 12.274
4 H 10.658 11.958 7.566
5 H 12.209 12.133 8.201
6 C 6.737 10.845 14.816
7 C 10.548 18.410 11.767
8 C 13.001 20.336 9.156
9 H 9.580 18.920 11.610
10 H 9.937 19.857 5.824
11 F 13.289 12.028 12.703
12 H 14.521 20.904 7.979
13 C 7.108 8.817 4.104
14 C 11.642 13.750 6.930
15 H 13.191 17.473 15.359
16 H 13.829 10.185 10.620
17 H 14.484 17.642 16.494
18 H 10.936 18.275 10.784
19 H 15.140 9.571 11.635
20 C 14.402 9.248 10.909
21 C 14.541 17.077 12.437
22 C 7.718 15.096 10.899
23 N 8.624 18.114 8.102
24 N 12.128 19.637 9.376
25 C 17.829 13.294 6.612
26 H 10.141 18.141 5.424
27 H 6.801 19.928 19.247
28 F 12.211 14.048 10.349
29 H 14.790 15.207 11.660
30 F 14.084 12.875 10.743
31 C 15.317 16.126 11.719
32 N 15.429 18.877 7.319
33 C 12.682 12.703 16.711
34 C 11.478 12.982 15.889
35 C 10.291 17.200 12.464
36 C 17.434 13.256 13.935
37 H 18.030 12.259 6.450
38 H 8.748 7.037 10.550
39 H 13.671 22.260 8.765
40 H 14.900 8.759 10.086
41 C 13.722 16.923 16.123
42 N 12.783 7.575 12.047
43 C 13.684 17.012 7.210
44 H 12.847 17.204 6.558
45 C 7.958 11.556 14.411
46 H 18.551 13.715 7.322
47 C 7.749 19.833 19.743
48 C 9.380 18.466 7.283
49 H 8.751 20.292 19.610
50 H 13.148 16.901 8.188
51 F 11.355 13.209 12.337
52 N 9.153 8.825 13.166
53 N 8.204 14.497 11.782
54 H 8.187 16.079 9.119
55 C 10.187 18.868 6.217
56 H 15.496 16.608 10.757
57 N 11.685 14.837 6.571
58 N 10.575 13.220 15.179
59 C 14.302 15.740 15.523
60 P 12.745 13.011 11.542
61 N 9.870 16.270 13.001
62 C 9.301 8.348 12.109
63 C 14.051 21.275 8.877
64 H 7.261 8.137 3.244
65 C 8.349 8.923 4.777
66 N 14.102 17.954 13.037
67 N 8.686 12.329 14.040
68 H 6.330 8.340 4.690
69 H 6.390 11.458 15.635
70 H 17.841 13.750 5.634
71 H 6.011 10.815 13.979
72 C 14.657 18.036 7.258
73 H 18.355 12.756 13.639
74 H 10.486 7.210 10.910
75 O 8.178 15.018 14.867
76 C 16.522 13.456 7.144
77 H 14.076 16.049 6.885
78 H 9.577 8.475 10.000
79 N 16.512 12.538 16.245
80 H 13.014 16.585 16.898
81 N 14.702 14.836 14.956
82 H 17.600 14.351 13.882
83 H 14.822 21.249 9.652
84 C 9.545 7.750 10.819
85 H 11.291 19.061 12.260
86 H 7.056 9.810 15.063
87 F 13.234 14.311 12.354
88 H 16.765 13.075 13.112
89 F 12.058 11.786 10.744
90 H 11.244 18.925 6.610
91 H 11.996 11.715 6.454
92 V 9.048 14.359 13.778
93 H 6.888 14.840 8.903
94 H 12.558 13.061 17.769
95 C 7.293 15.634 9.529
96 H 12.812 11.609 16.785
97 C 13.467 8.326 11.528
98 C 11.646 12.336 7.293
99 H 6.789 9.769 3.636
100 H 7.617 18.913 20.421
101 H 6.531 16.430 9.575
102 C 16.851 12.831 15.188
103 N 9.404 8.961 5.262

These are the Löwdin partial charges, in e, on atoms 1 to 4: H 0.033; N 0.150; H 0.105; H 0.080

# 3
Density functional theory data (ωB97M-V with the def2-TZVPD basis set) for C31H49AlNO3P2S as an isolated structure at a distorted geometry.

## Properties
lowest unoccupied orbital energy (alpha / beta): -0.1828 / -0.1393 Eh
2S+1: 1
DFT total energy: -2814.1367 Ha
frontier orbital gap (alpha / beta): 4.67 / 5.76 eV
total charge: +1
relative energy (zero: lowest compared OMol25 entry of this formula, charge and spin): 0.00 kcal per mole

Cartesian coordinates (Å):
1 H -1.096 1.621 -5.372
2 H 0.826 -5.443 1.299
3 H 1.541 -4.296 0.099
4 H 1.705 2.815 -1.114
5 P -0.804 2.864 2.079
6 H -2.386 1.817 3.547
7 H -1.655 -1.213 1.426
8 C -3.968 1.152 0.279
9 H -3.190 3.088 2.593
10 H 0.453 -2.646 -3.158
11 H 0.333 4.958 1.581
12 H -4.617 0.974 -0.591
13 H -1.449 5.205 1.690
14 C 2.892 -0.928 3.285
15 C -0.590 0.655 -5.302
16 C -2.633 0.911 -2.356
17 C 0.898 -0.589 -3.624
18 C 5.290 -0.948 3.161
19 H -2.471 -3.182 2.231
20 H 1.531 2.903 2.682
21 H -1.267 -5.314 -0.964
22 H 0.520 3.595 3.986
23 H -2.162 3.535 3.997
24 C -0.655 4.529 1.337
25 O 1.120 -0.315 5.104
26 C 1.803 1.168 -2.460
27 Al -0.962 1.087 0.257
28 H -0.124 0.471 -6.280
29 O 1.133 -2.636 4.171
30 C 3.925 -0.105 1.300
31 H -1.830 -5.792 0.689
32 C 2.741 -0.377 2.010
33 C 4.115 -1.209 3.881
34 H -0.733 4.434 0.245
35 H -1.993 -1.119 -2.741
36 C 5.171 -0.427 1.862
37 H 2.479 1.404 -0.464
38 C 1.286 -0.197 1.711
39 C 0.593 2.797 3.240
40 C 1.780 -0.258 -2.561
41 H 6.076 -0.259 1.271
42 H 3.352 2.448 -1.609
43 C 0.404 0.605 -4.203
44 H -0.502 -1.971 -4.494
45 H -4.587 1.729 0.989
46 H 3.869 0.359 0.314
47 H -1.293 -4.371 2.910
48 C 0.964 1.690 -3.486
49 H -4.237 -0.984 0.631
50 C 0.561 3.108 -3.602
51 H -0.686 -1.302 -0.843
52 C -1.407 -3.444 2.332
53 H 1.436 -3.822 1.825
54 C -1.572 -0.669 -0.664
55 C -1.724 -4.970 -0.027
56 H 1.328 3.784 -3.198
57 C 2.381 1.992 -1.379
58 C -2.771 2.038 -0.082
59 H 6.271 -1.145 3.591
60 H -0.363 3.278 -3.022
61 C -2.282 2.839 3.158
62 H 0.355 3.396 -4.643
63 H -1.607 2.743 -1.758
64 C 2.425 -1.267 -1.691
65 H -2.936 3.083 0.200
66 H -1.370 -0.109 -5.187
67 H 1.203 -2.376 -4.744
68 O 0.799 0.419 0.649
69 H 3.295 -1.762 -2.155
70 N 0.492 -0.676 2.645
71 C 0.490 -1.954 -4.016
72 P -0.688 -3.639 0.645
73 H 2.766 -0.836 -0.748
74 H -0.897 -2.624 2.855
75 C 0.941 -4.387 1.019
76 H 4.154 -1.628 4.886
77 H -2.703 -4.528 -0.260
78 H 0.602 1.828 3.750
79 S 1.329 -1.214 4.001
80 C -2.059 1.856 -1.323
81 H 1.702 -2.053 -1.426
82 C -2.457 -0.556 -1.907
83 C -3.541 -0.183 0.931
84 H -3.452 -1.005 -1.714
85 H -2.150 1.068 -3.335
86 H -3.668 -0.082 2.022
87 C -2.090 -0.549 0.659
88 H -3.706 1.111 -2.522

These are the Löwdin partial charges, in e, on atoms 1 to 4: H 0.074; H 0.047; H 0.026; H 0.073

- What is the DFT total energy in the first record?
  -6161.8906 Ha

- Which of these has the highest 2S+1?
  C31H48F6N15OPV

- Look up the 2S+1 of the second one.
  3

- What is the relative energy (zero: lowest compared OMol25 entry of this formula, charge and spin) in the second record?
  31.06 kcal per mole